14
Properties=species:S:1:pos:R:3 method="wB97M-V/def2-TZVPD" max_force_ev_per_a=0.4 total_charge=0 homo_ha=-0.3274 homo_lumo_gap_ha=0.3613 smiles="C=CCC(=C)O" e_tot_ha=-270.507880
O -0.444 1.844 -0.262
C -0.620 0.737 0.512
C -0.682 -0.509 -0.332
C 0.694 -1.106 -0.485
C 1.465 -0.949 -1.553
C -0.670 0.753 1.842
H -0.296 2.607 0.313
H -0.800 -0.166 2.400
H -1.093 -0.243 -1.310
H -1.357 -1.235 0.134
H 1.067 -1.667 0.371
H 1.129 -0.373 -2.412
H 2.461 -1.381 -1.597
H -0.589 1.679 2.403

---

14
Properties=species:S:1:pos:R:3 method="wB97M-V/def2-TZVPD" max_force_ev_per_a=0.4 total_charge=0 homo_ha=-0.3549 homo_lumo_gap_ha=0.3955 smiles="CC(=O)C1CC1" e_tot_ha=-270.527309
C -2.140 0.124 0.401
C -0.674 0.509 0.386
O -0.279 1.472 1.015
C 0.274 -0.344 -0.392
C 1.545 0.323 -0.868
C 1.607 -0.629 0.270
H -2.415 -0.542 -0.420
H -2.359 -0.390 1.341
H -2.745 1.032 0.370
H -0.158 -1.122 -1.014
H 1.628 1.380 -0.636
H 1.942 0.012 -1.830
H 2.042 -1.610 0.112
H 1.732 -0.213 1.265

---

14
Properties=species:S:1:pos:R:3 method="wB97M-V/def2-TZVPD" max_force_ev_per_a=3.1 total_charge=0 homo_ha=-0.3278 homo_lumo_gap_ha=0.3701 smiles=C[C@H]1C[C@H]2O[C@@H]12 e_tot_ha=-270.375541
C -1.487 0.322 0.972
C -0.404 -0.648 -0.174
C 0.184 0.300 -1.256
C 1.578 0.028 -0.657
O 1.557 0.448 0.692
C 1.006 -0.850 0.384
H -0.711 1.002 1.246
H -1.910 -0.169 1.878
H -2.327 0.834 0.460
H -1.397 -1.027 0.034
H -0.188 1.302 -1.052
H 0.103 0.108 -2.336
H 2.549 0.007 -1.155
H 1.446 -1.658 0.965

---

14
Properties=species:S:1:pos:R:3 method="wB97M-V/def2-TZVPD" max_force_ev_per_a=2.9 total_charge=0 homo_ha=-0.3494 homo_lumo_gap_ha=0.3842 smiles="O=C1CCCC1" e_tot_ha=-270.517452
O -0.807 2.459 -0.412
C -0.388 1.364 -0.099
C -1.258 0.176 0.262
C -0.498 -1.058 -0.237
C 0.939 -0.782 0.127
C 1.040 0.840 -0.163
H -1.353 0.169 1.357
H -2.246 0.294 -0.173
H -0.887 -1.992 0.171
H -0.538 -1.091 -1.329
H 1.695 -1.403 -0.375
H 1.087 -1.000 1.219
H 1.654 0.774 0.697
H 1.559 1.248 -1.045